The following is a DFT calculation (ωB97M-V with the def2-TZVPD basis set) of C26H25CuN4O5Te as an isolated structure.

```
62
Properties=species:S:1:pos:R:3:forces:R:3
Cu 0.148465 0.257299 0.437504 -0.1 0.4 0.3
C -1.036215 1.309472 4.450711 0.1 -0.1 -0.2
C -0.352419 1.235646 3.118303 -0.3 -0.4 0.4
N -0.245259 0.149684 2.444086 0.1 0.1 -0.7
N -0.641040 -1.043706 2.880255 -0.5 -0.2 0.6
C -0.177894 -1.990177 2.047705 0.4 0.4 -0.1
O 0.538443 -1.767270 1.042353 0.0 -0.2 0.4
C -0.468811 -3.393392 2.440072 0.0 -0.2 0.0
C 0.329930 -4.403756 1.911351 0.0 0.1 0.0
C 0.140581 -5.718586 2.300392 0.0 -0.1 0.1
C -0.859837 -6.033868 3.209063 0.0 0.0 0.0
C -1.688683 -5.035112 3.701240 0.0 -0.1 0.1
C -1.492330 -3.716130 3.325554 0.0 0.0 0.0
C 0.310067 2.391032 2.514701 0.3 0.3 -0.2
C 0.174226 3.697929 2.982171 -0.1 -0.1 0.0
C 0.921781 4.703438 2.396664 0.1 0.0 -0.1
C 1.796132 4.388745 1.367761 0.0 0.0 0.1
C 1.848058 3.070808 0.942089 0.2 0.1 0.1
N 1.133818 2.106186 1.494276 -0.1 -0.1 0.0
H -1.132445 0.299669 4.843624 0.0 0.0 0.0
H -2.038692 1.727256 4.328811 0.0 0.0 0.1
H -0.475875 1.927187 5.153108 0.0 0.0 0.0
H 1.093934 -4.128747 1.197071 0.0 0.0 0.0
H 0.768607 -6.504911 1.901406 0.0 0.0 0.0
H -1.000358 -7.058383 3.531153 0.0 0.0 0.0
H -2.489679 -5.296710 4.382032 0.0 0.1 0.0
H -2.127976 -2.927605 3.703676 0.0 0.0 0.0
H -0.517578 3.918913 3.782578 0.0 0.0 0.0
H 0.830154 5.724164 2.745599 0.0 0.0 0.0
H 2.420121 5.141336 0.907605 0.0 0.0 -0.1
H 2.508810 2.769790 0.135967 -0.1 0.0 -0.1
C 1.666999 -3.585462 -3.107448 0.1 0.3 0.1
Te 0.240577 -2.633393 -1.744608 0.2 -1.1 -0.9
C -0.693240 -1.670741 -3.413140 -0.1 0.0 0.2
H 2.301689 -2.833985 -3.576535 0.0 0.0 0.0
H 1.147061 -4.153700 -3.878239 -0.1 0.0 0.0
H 2.300066 -4.266833 -2.538269 0.0 0.0 0.0
H -1.592973 -2.204475 -3.705855 0.0 0.0 -0.1
H 0.015094 -1.622209 -4.236806 0.1 0.0 0.0
H -0.964398 -0.665321 -3.096629 0.0 0.0 0.0
O -0.633519 3.041904 -0.724108 0.1 0.1 0.0
C 0.160335 2.444864 -1.425395 -0.3 -0.1 0.0
N 0.636001 1.169909 -1.227760 -0.1 -0.2 -0.1
C 1.482496 0.818369 -2.261537 0.2 -0.2 0.1
O 2.130810 -0.196812 -2.364025 0.3 0.1 -0.1
C 1.559699 1.970205 -3.214260 -0.1 0.7 0.0
C 2.316329 2.178365 -4.350394 0.0 -0.2 0.0
C 2.319247 3.455130 -4.902781 0.0 0.0 -0.1
C 1.586831 4.488174 -4.329378 0.0 0.0 0.0
C 0.806655 4.264610 -3.199288 -0.1 0.0 0.1
C 0.807940 2.996004 -2.659304 0.3 -0.1 -0.3
H 2.894855 1.375527 -4.788490 0.0 0.0 0.1
H 2.915356 3.654913 -5.784611 0.0 0.0 0.0
H 1.631475 5.478415 -4.765445 0.0 0.0 0.0
H 0.228849 5.057152 -2.741174 0.0 0.0 0.0
C -4.000524 -0.516906 -0.591778 0.3 0.2 0.2
C -2.498312 -0.776092 -0.400895 -0.6 -0.4 -0.2
O -2.059246 -1.863339 -0.810143 -0.2 0.7 0.3
O -1.865557 0.167121 0.164572 0.6 0.1 0.0
H -4.571376 -1.361666 -0.209496 0.0 0.0 0.0
H -4.203327 -0.409492 -1.657871 0.0 -0.1 0.0
H -4.283930 0.399565 -0.077791 -0.1 0.0 0.0
```
Positions in Å, forces in eV/Å.

Results
HOMO energy (alpha / beta): -0.1237 / -0.1235 Eh
gap between HOMO and LUMO (alpha / beta): 5.760 / 5.721 eV
charge: -1
multiplicity: 2
ΔE to the lowest compared entry with this formula, charge and spin: 0.980 eV
maximum force: 1.40 eV/Å
lowest unoccupied orbital energy (alpha / beta): 2.395 / 2.359 eV
total energy: -3509.601982 a.u.